Entry from the Open Molecules 2025 dataset: C45H35N4OP2PtS3 as an isolated structure in a non-equilibrium geometry (ωB97M-V/def2-TZVPD).

Summary:
HOMO (alpha / beta): -0.1403 / -0.1403 Eh
Max |F|: 0.0365 hartree/bohr
Calculated total energy: -4026.72413 a.u.
Net charge: -1
Orbital gap (alpha / beta): 5.19 / 5.19 eV
Energy relative to the best compared isomer or geometry (same formula, charge and spin): 66.4 kcal per mole

Geometry (Å):
Pt: 1.624 -0.574 0.633
S: 2.057 -0.767 3.502
C: 3.068 -0.514 2.143
S: 3.550 -1.872 1.137
C: 3.862 0.698 2.092
C: 3.881 1.445 0.930
N: 3.864 2.130 -0.008
C: 4.571 1.166 3.184
N: 5.247 1.536 4.046
O: 0.810 -3.359 0.686
P: -0.541 -3.241 0.128
C: -1.701 -2.305 1.168
C: -1.152 -1.617 2.240
C: -1.960 -0.874 3.082
C: -3.318 -0.785 2.821
C: -3.875 -1.495 1.770
C: -3.074 -2.279 0.960
C: -1.430 -4.840 0.058
C: -1.254 -5.689 1.141
C: -2.038 -6.820 1.272
C: -3.000 -7.105 0.317
C: -3.160 -6.273 -0.779
C: -2.374 -5.144 -0.911
C: -0.601 -2.657 -1.592
C: -1.709 -2.073 -2.191
C: -1.689 -1.808 -3.548
C: -0.591 -2.154 -4.319
C: 0.512 -2.740 -3.722
C: 0.511 -2.981 -2.360
H: -0.087 -1.698 2.412
H: -1.524 -0.361 3.928
H: -3.955 -0.164 3.437
H: -4.936 -1.416 1.578
H: -3.518 -2.864 0.167
H: -0.502 -5.438 1.876
H: -1.913 -7.474 2.123
H: -3.636 -7.972 0.431
H: -3.907 -6.499 -1.526
H: -2.490 -4.489 -1.763
H: -2.579 -1.813 -1.605
H: -2.538 -1.321 -4.005
H: -0.593 -1.952 -5.382
H: 1.374 -2.995 -4.321
H: 1.375 -3.409 -1.871
N: -0.163 0.232 0.177
P: -0.426 1.738 0.396
C: -0.051 2.575 1.986
C: -0.992 2.677 3.002
C: -0.685 3.373 4.159
C: 0.563 3.962 4.301
C: 1.522 3.815 3.309
C: 1.216 3.118 2.157
C: 0.218 2.972 -0.818
C: 0.327 4.333 -0.554
C: 0.687 5.205 -1.563
C: 0.940 4.724 -2.838
C: 0.823 3.370 -3.106
C: 0.451 2.496 -2.100
C: -2.214 2.083 0.184
C: -3.015 0.998 -0.131
C: -4.373 1.164 -0.325
C: -4.936 2.424 -0.201
C: -4.137 3.512 0.116
C: -2.776 3.346 0.303
H: -1.968 2.228 2.866
H: -1.423 3.469 4.947
H: 0.795 4.538 5.187
H: 2.507 4.251 3.421
H: 1.948 3.010 1.367
H: 0.140 4.718 0.439
H: 0.761 6.263 -1.350
H: 1.235 5.411 -3.619
H: 1.008 2.993 -4.103
H: 0.348 1.435 -2.289
H: -2.521 0.040 -0.209
H: -5.000 0.314 -0.560
H: -6.000 2.559 -0.348
H: -4.586 4.490 0.228
H: -2.149 4.196 0.540
S: 2.200 -0.422 -1.872
C: 3.809 0.076 -1.944
N: 4.791 -0.751 -1.464
C: 6.100 -0.442 -1.547
C: 6.513 0.693 -2.172
C: 5.536 1.591 -2.666
C: 4.211 1.284 -2.550
H: 4.477 -1.461 -0.786
H: 6.782 -1.153 -1.105
H: 7.563 0.917 -2.255
H: 5.847 2.533 -3.091
H: 3.435 1.962 -2.869



Entry from the Open Molecules 2025 dataset: C33H21BrCl3F4GeN3O5PS2W as an isolated structure in a non-equilibrium geometry (ωB97M-V/def2-TZVPD).

Summary:
HOMO (alpha / beta): -0.6285 / -0.6488 Eh
Max |F|: 0.0274 hartree/bohr
Calculated total energy: -9445.09313 a.u.
Net charge: +4
Orbital gap (alpha / beta): 3.75 / 4.31 eV
2S+1: 2

Geometry (Å):
W: 1.667 3.211 0.243
O: 7.608 2.615 -1.253
C: 6.326 2.637 -1.027
C: 5.576 1.530 -0.552
C: 4.233 1.713 -0.364
N: 3.622 2.871 -0.616
C: 4.325 3.930 -1.032
C: 5.669 3.869 -1.270
C: 3.414 5.116 -1.150
O: 3.460 6.033 -1.873
O: 2.328 4.879 -0.267
C: 3.261 0.709 0.160
O: 3.364 -0.430 0.388
O: 2.004 1.408 0.380
H: 8.055 1.774 -1.060
H: 6.041 0.577 -0.327
H: 6.231 4.729 -1.613
C: -1.716 3.378 2.318
C: -1.416 4.032 1.019
N: -0.430 3.769 0.138
C: -0.655 4.468 -1.066
C: -1.707 5.306 -1.038
S: -2.503 5.196 0.469
C: 0.183 4.055 -2.171
C: 0.194 4.439 -3.465
S: 1.298 3.474 -4.338
C: 1.729 2.613 -2.949
N: 1.092 3.047 -1.855
C: 2.613 1.415 -3.064
H: -0.887 2.820 2.754
H: -2.490 2.622 2.162
H: -2.081 4.101 3.047
H: -2.078 5.943 -1.827
H: -0.401 5.198 -3.949
H: 2.296 0.823 -3.923
H: 2.525 0.774 -2.193
H: 3.655 1.690 -3.233
F: -5.213 -0.682 4.250
C: -4.420 -1.244 3.371
C: -4.610 -2.562 2.992
F: -5.584 -3.269 3.506
C: -3.746 -3.118 2.058
F: -3.939 -4.383 1.712
C: -2.695 -2.405 1.485
P: -1.670 -3.305 0.303
C: -0.867 -4.653 1.072
C: -0.709 -4.687 2.472
C: -0.113 -5.780 3.062
C: 0.359 -6.827 2.270
C: 0.250 -6.778 0.881
C: -0.340 -5.690 0.275
C: -2.625 -3.727 -1.130
C: -3.085 -5.032 -1.352
C: -3.919 -5.281 -2.427
C: -4.290 -4.247 -3.278
C: -3.839 -2.949 -3.055
C: -3.006 -2.685 -1.986
C: -2.531 -1.075 1.877
Br: -1.187 0.116 1.234
C: -3.380 -0.512 2.810
F: -3.231 0.761 3.189
H: -1.080 -3.876 3.086
H: -0.018 -5.831 4.137
H: 0.827 -7.682 2.739
H: 0.622 -7.596 0.281
H: -0.413 -5.645 -0.804
H: -2.831 -5.832 -0.671
H: -4.297 -6.281 -2.590
H: -4.946 -4.451 -4.113
H: -4.151 -2.150 -3.714
H: -2.666 -1.672 -1.798
Cl: 1.134 2.537 4.743
Ge: 1.339 3.304 2.845
Cl: 1.003 5.421 2.530
Cl: 3.464 3.431 2.136



Entry from the Open Molecules 2025 dataset: a 6-piece molecular cluster, C14H36O8S5 overall in a non-equilibrium geometry (ωB97M-V/def2-TZVPD).

Summary:
HOMO: -0.3079 Eh
Max |F|: 0.0775 hartree/bohr
Calculated total energy: -3147.59925 a.u.
Orbital gap: 8.66 eV
Energy relative to the best compared isomer or geometry (same formula, charge and spin): 18.7 kcal per mole

Geometry (Å):
C: 4.221 1.529 -1.279
C: 3.579 2.933 -0.960
C: 3.749 4.068 -1.981
O: 2.532 4.118 -2.687
C: 1.600 3.500 -2.045
O: 0.404 3.496 -2.196
O: 2.175 2.621 -1.149
H: 5.311 1.528 -1.309
H: 3.709 0.969 -2.062
H: 4.118 1.076 -0.293
H: 4.008 3.217 0.000
H: 4.489 3.938 -2.772
H: 3.934 4.960 -1.383
C: -2.519 3.148 2.359
S: -3.138 4.727 1.717
O: -4.598 4.750 1.195
C: -2.976 5.883 3.135
H: -1.444 3.094 2.189
H: -3.003 2.400 1.731
H: -2.853 2.967 3.381
H: -3.510 5.657 4.059
H: -3.285 6.888 2.847
H: -1.914 5.771 3.350
C: 0.059 -1.699 -0.698
S: 0.708 -3.264 -1.573
O: 1.321 -2.817 -2.918
C: 2.142 -3.514 -0.472
H: -0.162 -0.940 -1.448
H: 0.847 -1.278 -0.074
H: -0.863 -1.787 -0.124
H: 2.704 -2.595 -0.303
H: 2.800 -4.330 -0.772
H: 1.647 -3.732 0.474
C: -5.903 -4.718 2.716
S: -7.609 -4.713 1.887
O: -7.685 -5.734 0.776
C: -8.503 -5.436 3.305
H: -5.872 -4.389 3.755
H: -5.156 -4.265 2.064
H: -5.634 -5.774 2.691
H: -7.935 -6.335 3.542
H: -9.503 -5.736 2.990
H: -8.552 -4.695 4.103
C: 1.579 -3.250 5.788
S: 2.426 -1.799 5.079
O: 1.283 -1.106 4.288
C: 2.602 -0.864 6.671
H: 2.155 -3.780 6.547
H: 1.362 -4.081 5.115
H: 0.686 -2.836 6.256
H: 1.663 -0.698 7.199
H: 2.972 0.130 6.422
H: 3.344 -1.247 7.372
C: 3.247 2.438 -9.491
S: 3.224 0.605 -8.963
O: 4.283 0.476 -7.821
C: 1.688 0.557 -8.074
H: 4.273 2.771 -9.649
H: 3.012 3.080 -8.642
H: 2.460 2.742 -10.182
H: 1.597 -0.405 -7.570
H: 0.902 0.472 -8.824
H: 1.803 1.305 -7.290